Entry 1:
Molecular formula: N2O6P
Method: DFT, wB97M-V/def2-TZVPD

CARTESIAN COORDINATES (ANGSTROEM)
N1 1.250 0.768 -0.005
N2 -1.952 0.029 0.094
O1 1.778 0.999 -1.085
O2 -2.371 0.636 1.075
O3 1.119 -1.808 -0.908
O4 0.999 1.625 0.819
O5 -2.622 -0.135 -0.952
O6 1.340 -1.459 1.594
P1 0.955 -0.962 0.226

Computed properties:
Kohn-Sham gap (alpha / beta), eV: 6.323 / 6.332
Total charge: -1
HOMO (alpha / beta), eV: -4.51 / -4.52

=====

Entry 2:
Molecular formula: C3H7N2
Method: DFT, wB97M-V/def2-TZVPD

CARTESIAN COORDINATES (ANGSTROEM)
C1 1.865 0.223 0.053
C2 -1.042 0.766 0.044
C3 0.937 -0.895 -0.071
N1 0.396 0.229 0.111
N2 -1.744 -0.427 0.089
H1 2.400 0.346 0.938
H2 2.286 0.695 -0.893
H3 -1.322 1.675 0.735
H4 -1.134 1.184 -0.932
H5 0.861 -1.941 -0.522
H6 -1.951 -0.725 1.074
H7 -1.552 -1.130 -0.626

Computed properties:
Kohn-Sham gap, eV: 9.492
Total charge: +1
HOMO, eV: -14.66

=====

Entry 3:
Molecular formula: C10H14O
Method: DFT, wB97M-V/def2-TZVPD

CARTESIAN COORDINATES (ANGSTROEM)
O1 -0.780 -2.432 -0.351
C1 -0.131 -1.824 -1.476
C2 0.125 -2.459 0.762
C3 1.135 -1.170 -0.935
C4 1.501 -2.126 0.199
H1 0.109 -2.603 -2.225
H2 -0.835 -1.111 -1.946
H3 -0.193 -1.710 1.512
H4 0.067 -3.457 1.238
H5 1.925 -1.059 -1.703
H6 0.912 -0.163 -0.534
H7 2.182 -1.689 0.955
H8 1.987 -3.035 -0.205
C5 -1.702 1.658 -0.448
C6 -1.607 1.144 0.845
C7 -0.761 2.585 -0.901
C8 -0.573 1.555 1.686
C9 0.274 2.996 -0.060
C10 0.368 2.481 1.233
H9 -2.516 1.335 -1.110
H10 -2.348 0.415 1.201
H11 -0.835 2.990 -1.919
H12 -0.498 1.150 2.704
H13 1.014 3.725 -0.416
H14 1.182 2.805 1.895

Computed properties:
Kohn-Sham gap, eV: 10.372
HOMO, eV: -9.37

=====

Entry 4:
Molecular formula: C5H6S
Method: DFT, wB97M-V/def2-TZVPD

CARTESIAN COORDINATES (ANGSTROEM)
C1 -0.198 -1.351 -0.238
C2 -0.816 -0.049 -0.428
C3 -0.670 1.001 0.634
C4 1.032 -1.211 0.217
C5 0.292 1.063 -0.427
S1 1.880 0.316 0.138
H1 -0.704 -2.376 -0.473
H2 -1.542 0.012 -1.207
H3 -0.312 0.958 1.693
H4 -1.392 1.772 0.647
H5 1.733 -1.986 0.509
H6 0.697 1.850 -1.066

Computed properties:
Kohn-Sham gap, eV: 9.001
HOMO, eV: -8.06